{"formula": "C16H33O4PZr", "method": "wB97M-V/def2-TZVPD", "max_force_ev_per_a": 10.68, "lumo_ev": -18.29, "total_charge": 4, "homo_ev": -23.7, "species": ["Zr", "C", "O", "C", "O", "C", "O", "C", "P", "H", "H", "C", "H", "C", "H", "H", "H", "C", "H", "C", "H", "H", "C", "H", "H", "H", "C", "H", "H", "H", "C", "H", "H", "H", "C", "H", "H", "H", "H", "H", "C", "C", "O", "C", "C", "H", "H", "H", "H", "H", "H", "H", "H", "H", "H"], "xyz": [[0.663785, 0.876515, 0.605979], [2.203435, -0.353735, -0.208488], [3.093333, -1.033154, -0.570238], [0.346995, -1.051915, 1.705082], [0.281102, -2.042416, 2.355230], [-1.118976, 0.078068, 1.743942], [-2.095256, -0.199800, 2.370710], [0.337425, -2.530063, -1.727616], [-0.536725, -1.112633, -0.932417], [-1.435177, -0.111945, -2.921141], [1.293473, -2.105668, -2.059816], [-2.328693, -1.617643, -0.981873], [-2.472165, -2.075778, -1.971253], [-0.418307, -3.091512, -2.930381], [-0.738212, -2.333060, -3.647453], [-1.300241, -3.657102, -2.611162], [0.226248, -3.791733, -3.470269], [0.680694, -3.622155, -0.704609], [-0.203411, -4.206891, -0.412241], [-0.761762, 1.547677, -1.662712], [1.156252, -3.220305, 0.199460], [1.394379, -4.310753, -1.182573], [0.688794, 0.112900, -3.195016], [0.071808, 1.915367, -0.972724], [-0.726342, 2.306524, -2.451791], [-1.735865, 1.634474, -1.165387], [-0.562413, 0.165720, -2.314388], [0.765328, 1.072927, -3.717105], [0.626281, -0.675388, -3.954948], [1.602033, -0.039994, -2.601044], [-3.299559, -0.439735, -0.856519], [-3.118280, 0.107579, 0.076985], [-4.323470, -0.838125, -0.811982], [-3.250130, 0.247396, -1.710859], [-2.543480, -2.655560, 0.113612], [-2.294973, -2.222402, 1.088690], [-1.954391, -3.565462, -0.033231], [-3.603765, -2.938212, 0.134737], [0.902486, 3.785900, -2.099915], [1.131183, 3.910662, -1.395654], [3.052384, 0.714812, 3.572300], [1.965374, 1.759473, 3.657710], [1.431756, 2.105195, 2.339588], [1.269008, 3.530141, 2.111673], [-0.086951, 4.057711, 2.533512], [2.748664, -0.209488, 3.078133], [3.361853, 0.492122, 4.590598], [3.901266, 1.130345, 3.021259], [1.126473, 1.432043, 4.279477], [2.336172, 2.686258, 4.084885], [2.058673, 4.070916, 2.640553], [1.454812, 3.680945, 1.040666], [-0.202941, 4.035046, 3.624072], [-0.138019, 5.102877, 2.202853], [-0.921963, 3.493033, 2.103097]], "forces_ev_per_angstrom": [[-1.86, 3.06, 2.69], [8.12, -6.20, -3.09], [-5.45, 4.19, 2.22], [2.06, -7.01, 4.18], [0.27, 5.40, -3.70], [-8.34, -0.12, 3.90], [6.29, 1.81, -3.77], [1.43, -0.71, 0.84], [-1.34, -0.49, -2.87], [-0.05, 0.33, 0.31], [-0.20, 0.00, -0.09], [-0.87, 0.18, 1.11], [0.54, 0.17, 0.07], [-0.77, 0.17, -0.04], [0.01, -0.08, -0.01], [0.20, 0.01, -0.08], [0.19, 0.10, 0.18], [0.03, -0.41, -0.09], [0.47, 0.15, -0.09], [-0.67, -0.42, -0.59], [0.02, -0.20, -0.15], [-0.22, 0.13, 0.26], [-0.06, 0.31, -0.08], [-0.31, 0.50, -1.08], [0.09, 0.30, 0.36], [0.18, 0.15, 0.25], [0.95, 0.18, 0.77], [0.18, -0.20, -0.09], [0.15, 0.21, 0.27], [0.00, 0.16, -0.33], [0.17, 0.02, 0.01], [-0.32, 0.05, -0.19], [0.25, 0.13, -0.02], [-0.16, -0.17, 0.22], [-0.19, -0.23, 0.14], [-0.22, -0.33, -0.02], [-0.26, 0.21, 0.07], [0.22, 0.00, 0.05], [0.18, 0.13, 0.20], [0.00, 0.04, -0.17], [0.10, 0.83, -0.59], [0.03, -0.75, 1.51], [-0.54, -1.98, -1.87], [-0.58, 1.33, -0.37], [0.25, -0.10, 0.33], [-0.25, -0.28, 0.10], [0.13, -0.22, 0.05], [0.11, -0.13, 0.19], [-0.03, 0.04, -0.15], [0.10, 0.05, -0.01], [0.17, -0.28, -0.16], [0.02, 0.03, -0.25], [0.03, 0.07, -0.21], [-0.18, -0.19, 0.08], [-0.07, 0.05, -0.20]], "nbo_charge": [1.87, 0.40, -0.14, 0.34, -0.21, 0.38, -0.17, -0.52, 1.10, 0.31, 0.24, -0.49, 0.30, -0.63, 0.23, 0.24, 0.31, -0.62, 0.25, -0.56, 0.19, 0.29, -0.62, 0.04, 0.34, 0.30, -0.53, 0.28, 0.29, 0.18, -0.62, 0.18, 0.31, 0.23, -0.63, 0.18, 0.24, 0.30, 0.06, -0.04, -0.64, -0.08, -0.60, -0.10, -0.65, 0.19, 0.31, 0.25, 0.23, 0.25, 0.28, 0.20, 0.28, 0.30, 0.20]}